[1]
Entry from the OMol25 dataset: an isolated ion of composition C16H34N3O2P2 and charge +1 in a non-equilibrium geometry (ωB97M-V with the def2-TZVPD basis set).

Values from the calculation:
- E_LUMO: -4.50 eV
- HOMO level: -0.4002 hartree
- Net charge: +1
- F_max: 6.71 eV/Å
- 2S+1: 1
- Orbital gap: 6.39 eV

Atoms and positions in Å:
C  6.202  -0.914  3.118
O  5.779  -1.698  1.961
C  6.936  -1.942  1.107
C  6.577  -1.676  -0.447
C  6.722  -0.134  -0.862
C  5.405  0.294  -1.719
C  4.259  0.612  -0.629
C  2.884  1.115  -1.282
C  1.796  1.360  -0.104
C  0.339  0.833  -0.510
C  -0.547  1.942  -1.246
C  -2.000  1.311  -1.619
C  -2.994  1.770  -0.452
N  -3.992  0.736  -0.036
N  -3.914  -0.617  0.021
C  -5.188  -1.042  0.462
P  -5.923  -2.756  0.762
C  -6.599  -3.274  -0.960
C  -7.528  -2.509  1.784
N  -6.103  0.061  0.698
C  -5.278  1.182  0.363
P  -6.062  2.890  0.527
O  -6.642  2.956  1.966
H  7.208  -1.244  3.536
H  5.386  -0.964  3.922
H  6.251  0.193  2.798
H  7.223  -3.044  1.212
H  7.822  -1.305  1.431
H  5.507  -2.033  -0.585
H  7.261  -2.308  -1.102
H  6.720  0.563  0.055
H  7.685  0.065  -1.459
H  5.117  -0.598  -2.377
H  5.634  1.231  -2.347
H  4.027  -0.367  -0.067
H  4.582  1.429  0.113
H  2.480  0.359  -2.043
H  3.085  2.128  -1.790
H  1.759  2.475  0.180
H  2.141  0.750  0.806
H  -0.199  0.574  0.476
H  0.426  -0.100  -1.158
H  -0.649  2.823  -0.512
H  -0.024  2.378  -2.173
H  -1.911  0.183  -1.737
H  -2.287  1.815  -2.610
H  -2.471  2.156  0.482
H  -3.603  2.658  -0.856
H  -7.195  -4.238  -0.868
H  -7.263  -2.396  -1.295
H  -5.722  -3.330  -1.679
H  -7.864  -3.480  2.267
H  -8.364  -2.218  1.042
H  -7.452  -1.633  2.512
H  -7.085  0.091  0.991
H  -7.220  2.934  -0.346
H  -5.135  3.949  0.278

---

[2]
Entry from the OMol25 dataset: C35H30AsNNiOS2 as an isolated structure in a non-equilibrium geometry (ωB97M-V with the def2-TZVPD basis set).

Values from the calculation:
- E_LUMO (alpha / beta): 4.17 / 4.16 eV
- HOMO level (alpha / beta): 0.0718 / 0.0140 hartree
- Net charge: -2
- F_max: 5.37 eV/Å
- 2S+1: 3
- Orbital gap (alpha / beta): 2.22 / 3.78 eV

Atoms and positions in Å:
Ni  0.376  1.603  0.271
S  0.655  1.746  2.298
C  0.013  0.337  3.189
C  0.441  0.280  4.528
C  -0.078  -0.714  5.396
C  -1.243  -1.368  4.963
C  -1.721  -1.272  3.687
C  -1.041  -0.486  2.751
As  -1.566  -0.585  0.817
C  -3.187  0.472  0.789
C  -3.977  0.485  -0.362
C  -5.347  0.760  -0.266
C  -5.908  1.099  1.036
C  -5.062  1.308  2.112
C  -3.695  0.902  2.004
C  -1.941  -2.416  0.037
C  -3.209  -3.016  -0.216
C  -3.333  -4.376  -0.448
C  -2.131  -5.143  -0.555
C  -0.871  -4.565  -0.351
C  -0.795  -3.158  -0.052
H  1.242  0.993  4.787
H  0.277  -0.911  6.420
H  -1.773  -1.997  5.667
H  -2.610  -1.829  3.399
H  -3.572  0.200  -1.324
H  -5.872  0.861  -1.195
H  -6.933  1.284  1.212
H  -5.364  1.651  3.096
H  -2.999  0.992  2.852
H  -4.068  -2.244  -0.157
H  -4.332  -4.862  -0.609
H  -2.163  -6.214  -0.683
H  -0.038  -5.222  -0.315
H  0.216  -2.740  0.142
C  3.229  -2.809  -2.913
C  4.122  -1.797  -2.139
C  5.497  -2.013  -2.617
C  4.048  -1.930  -0.600
C  3.626  -0.325  -2.477
C  4.348  0.707  -3.112
C  3.710  1.864  -3.650
C  2.461  2.220  -3.247
S  1.677  3.780  -3.170
C  0.890  3.348  -1.750
N  1.069  2.061  -1.445
C  1.841  1.359  -2.333
C  2.246  -0.011  -2.233
C  0.160  4.073  -0.739
C  -0.027  5.444  -0.823
C  -0.613  6.149  0.251
C  -1.194  5.391  1.261
C  -1.078  4.039  1.398
C  -0.334  3.399  0.402
H  3.683  -3.792  -2.833
H  3.107  -2.572  -3.940
H  2.287  -2.875  -2.338
H  5.871  -3.048  -2.360
H  6.166  -1.197  -2.292
H  5.512  -2.069  -3.750
H  4.189  -2.982  -0.284
H  3.015  -1.638  -0.265
H  4.872  -1.388  -0.138
H  5.378  0.572  -3.196
H  4.275  2.308  -4.408
H  1.675  -0.761  -1.595
H  0.273  5.924  -1.750
H  -0.614  7.203  0.339
H  -1.781  5.930  2.037
H  -1.459  3.436  2.222
O  -0.518  0.144  -0.433

---

[3]
Entry from the OMol25 dataset: a 2-piece molecular cluster, C2H7NO overall in a non-equilibrium geometry (ωB97M-V with the def2-TZVPD basis set).

Values from the calculation:
- E_LUMO: 0.29 eV
- HOMO level: -0.3371 hartree
- Net charge: 0
- F_max: 4.67 eV/Å
- 2S+1: 1
- Orbital gap: 9.47 eV

Atoms and positions in Å:
C  2.306  -1.424  0.338
C  -1.558  1.204  0.083
H  3.342  -1.574  0.190
H  1.788  -2.188  0.900
H  -1.077  2.183  -0.004
H  -2.657  1.158  -0.111
H  -1.238  0.827  1.090
H  -0.186  0.584  -1.049
H  -1.212  -0.659  -0.575
N  -1.138  0.285  -1.030
O  1.631  -0.396  0.168

---

[4]
Entry from the OMol25 dataset: a 9-piece molecular cluster, C23H66N8O15 overall in a non-equilibrium geometry (ωB97M-V with the def2-TZVPD basis set).

Values from the calculation:
- E_LUMO: 0.12 eV
- HOMO level: -0.3166 hartree
- Net charge: 0
- F_max: 2.34 eV/Å
- 2S+1: 1
- Orbital gap: 8.73 eV

Atoms and positions in Å:
C  3.079  -1.179  -0.859
O  2.700  -0.424  -1.775
N  3.440  -0.708  0.365
N  3.047  -2.534  -0.982
H  3.733  -1.288  1.127
H  3.574  0.288  0.435
H  2.874  -2.950  -1.894
H  3.403  -3.107  -0.240
C  -4.321  1.696  3.148
O  -4.092  2.843  3.532
N  -4.472  0.643  4.005
N  -4.281  1.341  1.817
H  -4.404  0.788  4.994
H  -4.783  -0.252  3.682
H  -4.108  2.004  1.074
H  -4.206  0.365  1.599
C  -0.353  0.963  -0.471
O  -1.517  1.169  -0.077
N  0.042  -0.259  -0.928
N  0.622  1.896  -0.429
H  1.025  -0.399  -1.155
H  -0.609  -0.995  -1.138
H  1.570  1.717  -0.703
H  0.442  2.743  0.133
C  4.178  -4.431  -3.771
O  3.024  -3.667  -3.568
C  2.398  -3.279  -4.791
C  0.990  -2.757  -4.537
N  0.234  -3.506  -3.558
C  -1.150  -3.002  -3.544
C  -1.970  -3.439  -2.334
O  -1.707  -2.635  -1.189
C  -2.798  -1.784  -0.870
H  4.776  -4.155  -4.644
H  3.978  -5.503  -3.904
H  4.803  -4.369  -2.878
H  2.450  -4.104  -5.513
H  3.010  -2.483  -5.230
H  0.503  -2.671  -5.506
H  1.215  -1.747  -4.149
H  0.579  -3.455  -2.609
H  -1.649  -3.394  -4.434
H  -1.144  -1.903  -3.572
H  -1.650  -4.444  -2.031
H  -3.001  -3.567  -2.669
H  -2.804  -0.904  -1.530
H  -2.626  -1.346  0.116
H  -3.789  -2.238  -0.907
C  2.073  -5.336  3.385
O  2.057  -4.210  2.525
C  0.960  -4.181  1.632
C  0.412  -2.767  1.570
N  -0.031  -2.309  2.887
C  -0.331  -0.867  2.822
C  -0.995  -0.437  4.109
O  -0.191  -0.706  5.235
C  -0.865  -0.467  6.459
H  2.396  -6.241  2.856
H  1.072  -5.524  3.778
H  2.801  -5.123  4.164
H  0.155  -4.869  1.919
H  1.283  -4.540  0.648
H  -0.348  -2.667  0.794
H  1.276  -2.145  1.274
H  0.784  -2.506  3.461
H  -1.014  -0.745  1.980
H  0.593  -0.305  2.622
H  -2.031  -0.778  4.172
H  -0.988  0.661  4.062
H  -1.501  -1.353  6.585
H  -1.443  0.457  6.411
H  -0.182  -0.462  7.304
C  0.996  1.655  -4.207
C  0.246  1.765  -5.548
O  -0.917  2.567  -5.401
O  2.097  0.787  -4.359
H  0.255  1.403  -3.445
H  1.317  2.699  -4.062
H  -0.121  0.796  -5.897
H  0.943  2.141  -6.305
H  -0.670  3.495  -5.448
H  2.428  0.631  -3.461
C  3.712  3.569  2.234
C  3.532  5.051  2.477
O  2.155  5.350  2.804
O  3.606  3.246  0.840
H  3.036  2.902  2.770
H  4.700  3.282  2.613
H  3.773  5.679  1.617
H  4.170  5.314  3.329
H  2.114  6.276  3.069
H  4.477  3.136  0.450
C  -0.712  3.082  2.936
C  -1.100  4.129  1.912
O  -0.097  4.241  0.880
O  0.270  3.634  3.839
H  -0.250  2.185  2.517
H  -1.573  2.788  3.536
H  -1.255  5.115  2.348
H  -2.015  3.798  1.421
H  0.662  4.695  1.272
H  0.881  4.220  3.355
C  -4.686  3.123  -2.665
C  -4.106  2.156  -1.648
O  -3.472  2.884  -0.594
O  -5.428  4.151  -2.007
H  -5.266  2.576  -3.410
H  -3.872  3.663  -3.165
H  -3.384  1.507  -2.151
H  -4.919  1.567  -1.203
H  -2.637  2.382  -0.428
H  -5.082  4.204  -1.108

---

[5]
Entry from the OMol25 dataset: C34H74N4O6 as an isolated structure in a non-equilibrium geometry (ωB97M-V with the def2-TZVPD basis set).

Values from the calculation:
- E_LUMO: -4.02 eV
- HOMO level: -0.5042 hartree
- Net charge: +2
- F_max: 11.24 eV/Å
- 2S+1: 1
- Orbital gap: 9.70 eV

Atoms and positions in Å:
C  4.133  2.438  -2.850
C  4.141  2.449  -1.326
C  4.106  3.828  -0.701
N  3.954  3.949  0.863
C  2.573  3.389  1.329
C  5.072  3.234  1.631
C  5.849  4.251  2.420
C  5.584  5.504  1.619
C  4.121  5.438  1.360
H  3.313  2.983  -3.319
H  4.017  1.389  -3.121
H  5.078  2.817  -3.238
H  5.031  2.031  -0.856
H  3.279  1.880  -0.977
H  3.336  4.469  -1.131
H  5.048  4.217  -1.087
H  1.775  3.922  0.811
H  2.470  3.551  2.402
H  2.554  2.308  1.196
H  4.640  2.514  2.326
H  5.765  2.708  0.974
H  5.527  4.345  3.457
H  6.929  4.107  2.406
H  5.846  6.397  2.187
H  6.249  5.705  0.780
H  3.551  5.642  2.266
H  3.742  6.159  0.635
C  3.011  10.566  -4.564
C  2.214  9.272  -4.548
C  3.043  8.230  -3.871
N  2.449  6.809  -3.763
C  1.195  6.676  -2.934
C  3.524  5.861  -3.126
C  3.195  4.464  -3.606
C  2.739  4.695  -5.048
C  2.197  6.114  -5.133
H  2.452  11.327  -5.108
H  4.007  10.578  -5.009
H  3.158  10.920  -3.544
H  2.082  8.858  -5.548
H  1.222  9.226  -4.100
H  3.123  8.610  -2.852
H  3.959  8.211  -4.462
H  0.819  5.673  -2.733
H  0.469  7.312  -3.441
H  1.487  7.152  -1.998
H  3.537  5.882  -2.036
H  4.505  6.199  -3.461
H  2.434  3.996  -2.980
H  3.982  3.711  -3.587
H  2.059  3.889  -5.324
H  3.635  4.549  -5.652
H  1.126  6.053  -5.324
H  2.665  6.639  -5.966
C  -4.080  7.809  0.960
C  -3.088  6.700  1.459
C  -1.988  7.292  2.415
N  -0.856  6.267  2.787
C  -1.368  4.834  2.966
C  -0.023  6.779  4.014
C  0.977  7.833  3.426
C  1.073  7.586  1.897
C  0.252  6.293  1.645
H  -3.607  8.747  0.670
H  -4.755  8.125  1.756
H  -4.695  7.545  0.100
H  -2.590  6.160  0.654
H  -3.664  5.925  1.966
H  -2.368  7.542  3.406
H  -1.553  8.231  2.074
H  -1.965  4.811  3.877
H  -0.517  4.195  3.199
H  -1.831  4.477  2.045
H  0.408  5.907  4.508
H  -0.673  7.282  4.730
H  1.940  7.781  3.932
H  0.625  8.859  3.534
H  2.116  7.635  1.584
H  0.594  8.340  1.273
H  0.984  5.510  1.843
H  -0.177  6.127  0.656
C  -3.316  11.800  -3.398
C  -2.390  10.587  -3.443
C  -2.042  10.076  -2.008
N  -1.024  8.962  -2.094
C  0.329  9.583  -2.528
C  -0.859  8.316  -0.654
C  -1.639  6.994  -0.704
C  -1.251  6.560  -2.074
C  -1.444  7.765  -2.969
H  -2.839  12.709  -3.032
H  -4.223  11.647  -2.812
H  -3.728  12.034  -4.380
H  -1.632  10.882  -4.168
H  -2.981  9.770  -3.858
H  -2.937  9.704  -1.509
H  -1.553  10.960  -1.598
H  0.652  10.185  -1.679
H  0.174  10.115  -3.467
H  1.051  8.819  -2.816
H  0.159  8.023  -0.399
H  -1.269  8.939  0.141
H  -1.275  6.227  -0.020
H  -2.727  7.011  -0.653
H  -0.221  6.207  -2.126
H  -1.730  5.719  -2.576
H  -0.946  7.823  -3.937
H  -2.525  7.872  -3.050
O  2.175  6.287  -0.883
C  1.313  5.299  -0.924
O  0.122  5.609  -0.744
O  1.618  4.121  -1.227
H  1.641  7.019  -0.566
O  1.922  9.768  -1.349
C  2.736  8.895  -0.946
O  2.051  8.223  -0.204
O  3.874  8.778  -1.380
H  1.524  9.108  -0.776

---

[6]
Entry from the OMol25 dataset: one molecule with the formula C8H9NO in a non-equilibrium geometry (ωB97M-V with the def2-TZVPD basis set).

Values from the calculation:
- E_LUMO: 0.79 eV
- HOMO level: -0.2966 hartree
- Net charge: 0
- F_max: 10.71 eV/Å
- 2S+1: 1
- Orbital gap: 8.86 eV

Atoms and positions in Å:
C  -2.373  -2.521  0.799
C  -1.712  -1.362  0.024
C  0.408  0.014  0.153
C  1.765  -0.042  0.390
C  2.609  1.025  0.120
C  2.054  2.278  -0.373
C  0.607  2.288  -0.589
C  -0.134  1.179  -0.356
H  -3.300  -2.411  0.806
H  -2.248  -2.522  1.900
H  -2.049  -3.332  0.491
H  -0.119  -2.035  0.587
H  2.329  -0.943  0.947
H  3.523  0.877  0.459
H  2.627  3.087  -0.597
H  0.298  3.288  -0.818
H  -1.037  1.154  -0.376
N  -0.355  -1.096  0.420
O  -2.110  -0.831  -0.919

---

- Which formula does entry 3 have?
  C2H7NO